Entry 1:
18
Properties=species:S:1:pos:R:3 method="wB97M-V/def2-TZVPD" de_lowest_kcal_mol=32.1 lumo_ev=0.73 gap_ev=9.311 total_energy_ev=-11827.9618 max_force_ev_per_a=4.85 spin_multiplicity=1 smiles="N=C(N)N.O.O.O"
N -1.509 -0.201 0.022
C -1.045 0.915 -0.588
N -1.737 1.367 -1.680
N 0.053 1.615 -0.230
H -2.481 -0.211 -0.320
H -1.399 2.235 -1.990
H -2.148 0.575 -2.230
H 0.864 1.181 0.164
H 0.212 2.522 -0.764
O 1.211 -1.677 -1.590
H 0.438 -2.231 -1.676
H 1.140 -1.388 -0.749
O 0.166 -1.121 2.618
H 0.067 -1.985 3.025
H -0.762 -1.136 2.212
O 2.163 0.208 1.065
H 3.068 -0.168 1.075
H 1.701 -0.499 1.638


Entry 2:
91
Properties=species:S:1:pos:R:3 method="wB97M-V/def2-TZVPD" lumo_ev=-0.02 total_charge=-1 gap_ev=4.278 total_energy_ev=-62969.5538 max_force_ev_per_a=7.44 spin_multiplicity=1
C -3.926 0.246 1.076
C -5.303 0.330 0.281
C -5.105 1.163 -1.049
C -6.285 2.175 -1.342
C -6.186 3.535 -0.539
Al -7.211 3.595 1.232
C -8.680 2.168 1.413
C -9.626 2.220 0.148
C -10.286 0.853 -0.279
C -9.333 -0.382 -0.252
O -10.056 -1.520 -0.756
H -3.933 -0.722 1.653
H -3.058 0.182 0.378
H -3.828 1.107 1.783
H -5.574 -0.735 0.048
H -6.092 0.790 0.920
H -5.131 0.417 -1.896
H -4.120 1.685 -1.080
H -7.237 1.614 -1.179
H -6.247 2.401 -2.449
H -5.090 3.726 -0.357
H -6.542 4.354 -1.228
H -7.808 5.061 1.522
H -6.129 3.312 2.403
H -8.164 1.192 1.578
H -9.274 2.455 2.327
H -10.469 2.919 0.413
H -9.110 2.703 -0.728
H -11.239 0.616 0.269
H -10.607 0.976 -1.357
H -9.068 -0.575 0.825
H -8.373 -0.243 -0.805
H -9.496 -2.299 -0.689
O -0.838 0.602 -1.457
P 0.619 0.527 -1.942
N 0.209 0.248 -3.592
C 0.843 -0.633 -4.546
C -0.388 1.390 -4.280
N 0.969 -0.931 -1.080
C 0.547 -2.224 -1.597
C 0.626 -0.856 0.342
N 2.337 0.650 -2.327
C 2.797 1.894 -2.926
C 3.376 -0.348 -2.169
H 1.826 -0.273 -4.882
H 0.221 -0.737 -5.439
H 0.958 -1.646 -4.170
H 0.380 2.034 -4.731
H -0.976 2.004 -3.595
H -1.073 1.062 -5.067
H -0.489 -2.214 -1.956
H 0.634 -3.003 -0.836
H 1.209 -2.553 -2.398
H -0.448 -0.998 0.513
H 0.904 0.118 0.755
H 1.171 -1.613 0.910
H 3.013 1.761 -3.993
H 3.699 2.271 -2.433
H 2.040 2.675 -2.834
H 3.246 -1.179 -2.867
H 3.422 -0.738 -1.152
H 4.370 0.070 -2.363
O 5.011 -1.668 1.121
P 6.001 -1.234 2.218
N 7.213 -0.889 1.044
C 8.629 -1.176 1.093
C 6.969 0.306 0.240
N 6.147 -2.830 2.870
C 6.932 -3.847 2.187
C 4.862 -3.411 3.264
N 7.114 -0.680 3.468
C 7.267 0.759 3.633
C 7.952 -1.465 4.351
H 9.176 -0.540 1.802
H 9.083 -1.019 0.111
H 8.838 -2.216 1.330
H 7.383 1.204 0.719
H 5.901 0.473 0.089
H 7.412 0.209 -0.756
H 6.735 -3.876 1.109
H 6.735 -4.841 2.594
H 7.998 -3.692 2.360
H 4.307 -3.800 2.403
H 4.234 -2.662 3.755
H 5.009 -4.224 3.979
H 8.230 1.101 3.236
H 7.199 1.055 4.684
H 6.477 1.298 3.105
H 8.759 -1.959 3.803
H 7.384 -2.215 4.900
H 8.424 -0.838 5.113


Entry 3:
21
Properties=species:S:1:pos:R:3 method="wB97M-V/def2-TZVPD" de_lowest_kcal_mol=12.7 lumo_ev=0.88 gap_ev=9.402 total_energy_ev=-9051.3873 max_force_ev_per_a=6.65 spin_multiplicity=1 smiles=CC(C)NBN1CC1
C 1.806 -0.680 0.546
C 0.470 -1.211 0.083
C 0.720 -2.687 -0.405
N -0.043 -0.460 -1.100
B -0.692 0.816 -1.234
N -1.031 1.690 -0.187
C -1.299 1.702 1.224
C -1.403 2.928 0.396
H 2.441 -0.526 -0.347
H 1.812 0.367 0.771
H 2.132 -1.380 1.284
H -0.313 -1.248 0.829
H 1.349 -2.769 -1.283
H -0.251 -3.096 -0.733
H 1.034 -3.242 0.316
H -0.045 -1.133 -1.770
H -0.870 1.039 -2.324
H -0.467 1.501 1.769
H -2.145 1.195 1.626
H -2.429 3.291 0.103
H -0.776 3.903 0.437


Entry 4:
151
Properties=species:S:1:pos:R:3 method="wB97M-V/def2-TZVPD" lumo_ev=2.25 total_charge=-1 gap_ev=9.111 total_energy_ev=-146187.9018 max_force_ev_per_a=2.24 spin_multiplicity=1
As 5.955 -13.043 5.011
F 5.378 -14.193 6.184
F 4.553 -13.232 3.977
F 6.545 -11.757 4.007
F 7.415 -12.813 5.941
F 6.739 -14.359 4.133
F 5.126 -11.864 6.027
C 4.977 -12.744 9.345
O 4.772 -12.510 10.537
N 6.148 -13.236 8.823
N 4.077 -12.475 8.362
H 6.974 -13.519 9.313
H 6.028 -13.529 7.864
H 3.180 -12.129 8.638
H 4.345 -12.628 7.386
C 10.708 -16.543 7.853
C 9.748 -15.412 8.235
C 9.678 -15.146 9.729
O 8.386 -14.870 10.196
C 8.246 -14.495 11.539
N 10.117 -14.183 7.488
H 11.453 -16.708 8.640
H 11.337 -16.285 6.998
H 10.228 -17.497 7.639
H 8.755 -15.730 7.905
H 10.459 -14.461 10.079
H 9.957 -16.105 10.199
H 8.295 -15.363 12.211
H 7.221 -14.151 11.692
H 8.976 -13.724 11.797
H 10.266 -14.360 6.508
H 9.361 -13.537 7.684
C 3.675 -14.656 -1.159
C 4.294 -15.101 0.174
C 5.098 -13.979 0.857
O 5.976 -13.358 -0.054
C 6.721 -12.350 0.602
N 3.235 -15.582 1.082
H 3.246 -13.658 -1.002
H 2.786 -15.222 -1.451
H 4.379 -14.723 -1.984
H 4.940 -15.909 -0.182
H 5.640 -14.345 1.739
H 4.386 -13.231 1.238
H 7.463 -12.798 1.267
H 6.099 -11.646 1.160
H 7.261 -11.742 -0.124
H 3.668 -15.330 1.978
H 2.499 -14.873 1.034
C 5.639 -17.075 5.716
C 7.134 -17.360 5.763
C 7.487 -18.650 6.511
O 7.442 -18.332 7.906
C 7.447 -19.468 8.730
N 7.667 -17.466 4.393
H 5.167 -17.999 5.353
H 5.487 -16.369 4.903
H 5.179 -16.760 6.648
H 7.665 -16.525 6.222
H 8.521 -18.948 6.326
H 6.770 -19.426 6.221
H 7.273 -19.105 9.738
H 8.320 -20.125 8.629
H 6.648 -20.185 8.484
H 7.197 -18.180 3.847
H 7.441 -16.560 3.999
C 10.629 -6.539 5.396
C 10.764 -7.546 4.250
C 9.652 -8.572 4.187
O 9.816 -9.373 3.027
C 8.837 -10.350 2.838
N 10.770 -6.737 3.012
H 11.476 -5.855 5.384
H 10.549 -6.958 6.402
H 9.734 -5.916 5.288
H 11.722 -8.023 4.465
H 8.670 -8.078 4.156
H 9.630 -9.276 5.030
H 7.782 -10.065 2.776
H 8.946 -11.121 3.610
H 9.076 -10.843 1.891
H 10.725 -7.382 2.227
H 9.855 -6.289 3.039
C 2.249 -16.199 4.787
C 0.821 -16.675 4.486
C -0.234 -15.892 5.287
O -0.274 -16.280 6.652
C -0.714 -17.606 6.834
N 0.609 -16.357 3.065
H 2.392 -16.167 5.867
H 2.462 -15.234 4.327
H 2.901 -16.941 4.321
H 0.723 -17.754 4.629
H -1.230 -16.089 4.868
H -0.013 -14.831 5.192
H -1.475 -17.837 6.086
H -1.094 -17.770 7.844
H 0.120 -18.316 6.809
H 1.480 -16.509 2.561
H 0.003 -17.086 2.691
C 7.533 -20.687 -0.067
C 6.279 -19.894 0.351
C 6.380 -18.409 0.021
O 7.527 -17.873 0.645
C 7.384 -16.588 1.211
N 5.072 -20.396 -0.318
H 8.462 -20.147 0.117
H 7.415 -20.979 -1.110
H 7.608 -21.592 0.541
H 6.089 -20.045 1.413
H 5.496 -17.932 0.456
H 6.460 -18.238 -1.060
H 8.351 -16.403 1.673
H 6.607 -16.525 1.982
H 7.120 -15.801 0.498
H 5.083 -20.308 -1.327
H 4.922 -21.383 -0.145
C 2.749 -7.485 6.065
C 3.119 -8.985 6.043
C 3.060 -9.583 4.642
O 3.993 -8.959 3.777
C 4.160 -9.705 2.590
N 4.496 -9.015 6.546
H 2.572 -7.143 7.082
H 1.825 -7.344 5.489
H 3.485 -6.849 5.573
H 2.496 -9.434 6.820
H 2.076 -9.526 4.156
H 3.350 -10.641 4.678
H 3.219 -9.853 2.050
H 4.587 -10.711 2.677
H 4.910 -9.123 2.051
H 4.808 -9.987 6.541
H 5.005 -8.794 5.678
C 9.609 -7.065 9.946
C 8.596 -6.634 8.914
C 7.682 -7.768 8.466
O 8.483 -8.863 8.078
C 7.723 -9.821 7.386
N 7.733 -5.621 9.514
H 9.126 -7.456 10.843
H 10.279 -6.258 10.253
H 10.238 -7.856 9.530
H 9.185 -6.276 8.060
H 6.956 -7.475 7.695
H 7.002 -8.102 9.265
H 7.412 -9.504 6.385
H 6.873 -10.159 7.990
H 8.234 -10.771 7.214
H 8.124 -4.693 9.565
H 6.756 -5.558 9.279


Entry 5:
16
Properties=species:S:1:pos:R:3 method="wB97M-V/def2-TZVPD" de_lowest_kcal_mol=83.5 lumo_ev="-1.40 / -0.99" gap_ev="6.302 / 7.709" total_energy_ev=-25495.6615 max_force_ev_per_a=3.66 spin_multiplicity=1
C 1.134 -1.105 -1.124
C 0.886 0.008 -1.841
C 0.847 -1.068 0.228
C 0.617 1.227 -1.134
C 0.575 0.246 0.813
C 0.233 0.294 2.179
N 0.501 1.380 0.119
N -2.950 0.045 0.896
I -3.245 1.713 -0.145
I -2.219 -1.580 0.073
H 1.390 -1.919 -1.820
H 0.908 -0.099 -2.913
H 0.883 -1.925 0.964
H 0.463 2.112 -1.590
H 0.111 -0.555 2.766
H -0.134 1.226 2.529


Entry 6:
53
Properties=species:S:1:pos:R:3 method="wB97M-V/def2-TZVPD" de_lowest_kcal_mol=5.3 lumo_ev="-7.72 / -7.72" total_charge=+2 gap_ev="6.573 / 6.574" total_energy_ev=-33653.4335 max_force_ev_per_a=4.18 spin_multiplicity=1
N -1.553 1.124 0.079
C -2.044 2.168 0.474
O -2.529 3.188 0.874
Li 0.184 2.363 -1.909
Ta -0.206 -0.222 -0.469
N 1.352 1.025 -0.397
N -0.728 -0.458 -2.300
C 2.004 1.676 0.830
C -1.881 -0.663 -3.198
C 1.735 3.191 0.812
C 3.510 1.370 0.794
C 1.376 1.114 2.084
C -1.465 -0.411 -4.650
C -2.403 -2.104 -3.052
C -2.957 0.305 -2.761
H 2.175 3.694 -0.061
H 2.183 3.670 1.704
H 0.652 3.409 0.847
H 3.663 0.286 0.715
H 3.990 1.738 1.718
H 3.999 1.868 -0.051
H 0.308 1.355 2.161
H 1.845 1.575 2.970
H 1.519 0.035 2.176
H -1.030 0.588 -4.773
H -2.356 -0.483 -5.289
H -0.740 -1.157 -4.997
H -1.711 -2.828 -3.508
H -3.389 -2.168 -3.544
H -2.535 -2.362 -1.992
H -3.201 0.208 -1.700
H -3.874 0.093 -3.330
H -2.664 1.347 -2.941
C 0.500 -1.318 -2.622
H 1.174 -1.407 -1.722
H 0.187 -2.330 -2.925
H 1.094 -0.860 -3.431
C 2.045 1.358 -1.700
H 2.906 0.719 -1.944
H 1.377 1.258 -2.606
H 2.377 2.421 -1.663
Te -0.506 -2.473 0.842
C -0.497 -2.141 2.979
C 0.124 -3.149 3.740
C 0.198 -3.019 5.125
C -0.318 -1.873 5.752
C -0.937 -0.879 4.995
C -1.062 -1.017 3.602
H 0.535 -4.027 3.222
H 0.685 -3.792 5.722
H -0.226 -1.765 6.827
H -1.302 0.024 5.490
H -1.583 -0.262 3.003